1.
Formula: C35H48BBrN11O4S3Ti
Source: the Open Molecules 2025 dataset
Level of theory: the ωB97M-V functional and the def2-TZVPD basis

Properties
* ΔE to the lowest compared entry with this formula, charge and spin: 89.2 kJ/mol
* LUMO: -3.29 eV
* HOMO energy: -9.9738 eV
* E_tot: -6908.59551 a.u.
* net charge: +1

Element x y z (Å)
Ti -0.606 0.042 -0.267
C -3.893 -1.273 3.892
C -2.887 -2.206 3.306
C -2.762 -3.503 3.670
C -1.753 -4.320 3.090
N -0.958 -3.874 2.159
N -1.108 -2.597 1.750
B -0.077 -1.943 0.742
N 1.283 -1.819 1.529
N 1.940 -2.977 1.695
C 3.056 -2.976 2.361
C 3.527 -1.795 2.998
C 2.898 -0.608 2.790
C 3.388 0.674 3.374
C 1.750 -0.633 1.931
S 1.077 0.850 1.404
C 3.842 -4.274 2.448
C 5.314 -3.998 2.111
C 3.731 -4.818 3.877
C 3.305 -5.299 1.453
N 0.193 -2.953 -0.491
N -0.491 -4.087 -0.584
C -0.276 -4.867 -1.615
C 0.698 -4.538 -2.586
C 1.401 -3.372 -2.493
C 2.438 -2.959 -3.482
C 1.066 -2.520 -1.409
S 1.670 -0.923 -1.228
C -1.059 -6.169 -1.676
C -2.319 -6.074 -0.816
C -1.466 -6.495 -3.116
C -0.134 -7.278 -1.151
C -1.973 -1.742 2.307
S -1.940 -0.104 1.866
C -1.584 -5.741 3.604
C -0.470 -6.468 2.866
C -2.900 -6.507 3.405
C -1.243 -5.681 5.099
H -4.518 -1.792 4.615
H -4.522 -0.846 3.110
H -3.399 -0.433 4.383
H -3.416 -3.919 4.424
H 4.413 -1.836 3.617
H 4.221 0.484 4.048
H 2.592 1.181 3.922
H 3.714 1.354 2.587
H 5.793 -3.335 2.832
H 5.413 -3.553 1.120
H 5.869 -4.937 2.117
H 4.141 -4.122 4.611
H 4.287 -5.753 3.963
H 2.690 -5.017 4.140
H 3.417 -4.946 0.426
H 2.250 -5.500 1.610
H 3.860 -6.232 1.557
H 0.883 -5.212 -3.411
H 2.559 -3.715 -4.254
H 3.397 -2.800 -2.987
H 2.172 -2.006 -3.943
H -3.015 -5.334 -1.215
H -2.088 -5.790 0.209
H -2.821 -7.043 -0.807
H -2.028 -5.677 -3.570
H -2.109 -7.376 -3.117
H -0.612 -6.727 -3.753
H 0.265 -7.028 -0.168
H 0.710 -7.435 -1.825
H -0.681 -8.219 -1.075
H -0.708 -6.584 1.810
H -0.334 -7.460 3.300
H 0.468 -5.924 2.939
H -3.200 -6.513 2.356
H -3.717 -6.086 3.991
H -2.771 -7.542 3.725
H -0.317 -5.127 5.267
H -1.107 -6.692 5.486
H -2.033 -5.208 5.683
N 0.553 1.886 -1.981
N 0.158 1.587 -3.293
C -0.847 0.719 -3.443
N -1.532 0.670 -4.572
N -1.012 -0.111 -2.397
N -2.143 -0.803 -2.218
O -2.958 -1.090 -3.045
O -2.207 -1.130 -1.009
H 0.025 2.700 -1.675
H 1.555 2.031 -1.962
H 0.254 2.306 -3.994
H -1.499 1.450 -5.208
H -2.300 0.024 -4.654
Br -5.861 2.330 3.130
C -5.476 2.577 1.294
C -6.492 2.942 0.427
C -6.204 3.120 -0.919
C -4.915 2.930 -1.388
C -3.907 2.551 -0.507
C -4.183 2.380 0.842
C -2.525 2.324 -1.038
O -2.231 2.666 -2.186
O -1.686 1.733 -0.248
H -7.497 3.085 0.800
H -6.994 3.409 -1.599
H -4.672 3.074 -2.431
H -3.400 2.087 1.526

Here are the Mulliken charges for atoms 1 to 2, given in e:
1. Ti 0.257
2. C -1.733

2.
Formula: C35H48BrClN5O5PW
Source: the Open Molecules 2025 dataset
Level of theory: the ωB97M-V functional and the def2-TZVPD basis

Properties
* ΔE to the lowest compared entry with this formula, charge and spin: 0.0 kJ/mol
* multiplicity: 3
* LUMO (alpha / beta): -7.07 / -7.26 eV
* HOMO energy (alpha / beta): -13.3986 / -13.4665 eV
* E_tot: -5454.35356 a.u.
* net charge: +2

Element x y z (Å)
W -0.814 -1.020 -0.668
O -1.737 -0.821 1.179
C -3.034 -0.829 1.562
C -3.566 0.113 2.439
C -4.717 -0.156 3.191
C -5.486 -1.315 2.953
C -5.105 -2.185 1.949
C -3.861 -1.946 1.259
C -3.422 -2.872 0.291
N -2.404 -2.773 -0.607
C -2.413 -3.956 -1.341
C -3.426 -4.765 -0.896
N -4.022 -4.077 0.158
H -3.035 1.037 2.596
H -5.071 0.562 3.924
H -6.366 -1.521 3.536
H -5.717 -3.031 1.661
H -1.691 -4.183 -2.139
H -3.714 -5.747 -1.260
H -4.752 -4.362 0.815
O -3.598 1.960 -0.490
Cl -3.524 1.108 -1.684
O -3.569 1.831 -2.939
O -4.268 -0.159 -1.554
O -1.529 0.456 -1.509
Br -0.117 -3.503 -7.232
C -0.327 -2.673 -5.470
C 0.756 -2.538 -4.573
C 0.555 -2.135 -3.281
N -0.671 -1.818 -2.807
C -1.733 -1.876 -3.647
C -1.562 -2.287 -4.959
H 1.769 -2.754 -4.894
H 1.409 -1.998 -2.583
H -2.713 -1.564 -3.287
H -2.449 -2.314 -5.585
C -0.486 5.306 0.993
C -0.679 4.802 -0.430
C 0.102 3.505 -0.759
C 0.509 2.699 0.493
C -0.642 2.808 1.517
C -0.871 4.234 2.034
P 0.956 0.840 0.129
C 2.370 0.845 -1.215
C 3.598 1.703 -0.894
C 4.551 1.878 -2.076
C 4.365 0.822 -3.175
C 2.927 0.812 -3.711
C 1.886 1.216 -2.652
C 1.852 0.285 1.797
C 0.891 -0.439 2.765
C 1.558 -0.691 4.131
C 2.120 0.546 4.837
C 2.186 1.746 3.916
C 2.687 1.362 2.538
H -1.086 6.228 1.156
H 0.584 5.602 1.148
H -0.342 5.595 -1.125
H -1.783 4.692 -0.617
H 0.990 3.775 -1.364
H -0.528 2.904 -1.421
H 1.428 3.103 0.937
H -0.421 2.116 2.359
H -1.568 2.459 1.019
H -0.301 4.399 2.993
H -1.921 4.361 2.354
H 2.689 -0.205 -1.167
H 4.145 1.279 -0.014
H 3.282 2.708 -0.549
H 5.620 1.857 -1.699
H 4.399 2.898 -2.506
H 4.631 -0.178 -2.783
H 5.068 1.015 -4.008
H 2.712 -0.167 -4.151
H 2.851 1.496 -4.569
H 0.906 0.793 -2.925
H 1.729 2.317 -2.692
H 2.558 -0.460 1.389
H 0.617 -1.417 2.309
H -0.066 0.105 2.897
H 2.391 -1.411 3.968
H 0.825 -1.220 4.771
H 3.137 0.306 5.239
H 1.535 0.793 5.747
H 2.871 2.501 4.336
H 1.176 2.240 3.853
H 3.731 0.979 2.661
H 2.814 2.269 1.950
N 0.101 -3.586 1.076
C 1.090 -4.452 1.390
C 2.162 -4.193 0.551
C 1.813 -3.053 -0.195
N 0.542 -2.700 0.120
H -0.794 -3.453 1.571
H 0.946 -5.217 2.151
H 3.083 -4.728 0.389
H 2.427 -2.517 -0.895

Here are the Mulliken charges for atoms 1 to 2, given in e:
1. W 2.416
2. O 0.364

3.
Formula: C35H49BClN7O4PS2W
Source: the Open Molecules 2025 dataset
Level of theory: the ωB97M-V functional and the def2-TZVPD basis

Properties
* ΔE to the lowest compared entry with this formula, charge and spin: 163.6 kJ/mol
* multiplicity: 4
* LUMO (alpha / beta): 0.23 / -0.07 eV
* HOMO energy (alpha / beta): -6.4547 / -7.3670 eV
* E_tot: -3737.42999 a.u.

Element x y z (Å)
W 0.097 -0.330 -0.144
C -2.086 2.035 -4.230
C -0.837 1.157 -4.070
C -1.228 -0.314 -4.057
C 0.068 1.732 -2.987
C 0.752 2.920 -3.289
C 1.445 3.256 -2.156
N 1.205 2.324 -1.231
N 0.361 1.367 -1.717
B 1.842 2.309 0.170
N 2.794 1.109 0.287
C 4.104 1.079 0.554
C 4.523 -0.233 0.511
C 3.373 -0.977 0.214
N 2.333 -0.143 0.092
C 3.298 -2.466 0.027
C 4.277 -2.918 -1.062
C 3.610 -3.202 1.331
N 0.768 2.271 1.266
C 0.671 3.179 2.240
C -0.352 2.811 3.075
C -0.858 1.614 2.544
N -0.171 1.299 1.431
C -2.070 0.936 3.148
C -2.244 -0.556 2.926
C -2.130 1.211 4.657
H -2.613 1.753 -5.144
H -2.765 1.908 -3.390
H -1.824 3.092 -4.299
H -0.243 1.311 -4.977
H -1.699 -0.604 -3.122
H -1.952 -0.483 -4.857
H -0.376 -0.962 -4.251
H 0.719 3.452 -4.225
H 2.093 4.087 -1.934
H 2.477 3.319 0.298
H 4.643 1.993 0.737
H 5.522 -0.606 0.662
H 2.282 -2.719 -0.275
H 5.309 -2.797 -0.725
H 4.125 -3.975 -1.292
H 4.155 -2.346 -1.982
H 4.626 -2.974 1.662
H 2.925 -2.915 2.121
H 3.533 -4.281 1.184
H 1.339 4.024 2.261
H -0.688 3.329 3.954
H -2.933 1.434 2.695
H -1.573 -1.123 3.567
H -3.265 -0.835 3.195
H -2.085 -0.858 1.897
H -1.203 0.895 5.141
H -2.296 2.262 4.894
H -2.952 0.643 5.096
C -5.939 -1.334 -0.870
C -6.614 -0.087 -0.342
O -5.817 1.086 -0.564
P -4.636 1.412 0.500
S -2.868 1.392 -0.711
S -2.276 -0.602 -0.582
O -4.848 3.034 0.464
C -3.926 3.876 1.171
C -4.631 5.167 1.512
H -6.580 -2.203 -0.710
H -4.988 -1.507 -0.365
H -5.738 -1.237 -1.938
H -6.838 -0.185 0.725
H -7.551 0.102 -0.865
H -3.055 4.056 0.538
H -3.570 3.376 2.077
H -5.018 5.636 0.607
H -3.935 5.858 1.991
H -5.466 4.986 2.189
Cl -0.721 -5.933 5.227
C -0.435 -4.780 3.954
C -0.876 -5.049 2.663
C -0.665 -4.134 1.658
C -0.020 -2.899 1.888
O 0.125 -2.103 0.864
C 0.459 -2.664 3.206
C 1.216 -1.477 3.622
O 1.625 -0.589 2.912
C 0.227 -3.606 4.214
H -1.388 -5.980 2.457
H -1.013 -4.342 0.655
H 1.418 -1.447 4.714
H 0.583 -3.399 5.217
C 1.997 -4.359 -4.889
C 1.529 -3.402 -3.834
C 2.152 -2.174 -3.643
C 1.721 -1.330 -2.641
N 0.700 -1.636 -1.831
C 0.083 -2.810 -2.016
C 0.465 -3.707 -2.992
H 2.342 -3.827 -5.776
H 1.205 -5.047 -5.179
H 2.834 -4.951 -4.513
H 2.981 -1.868 -4.268
H 2.192 -0.372 -2.476
H -0.750 -3.014 -1.358
H -0.076 -4.639 -3.095

Here are the Mulliken charges for atoms 1 to 2, given in e:
1. W 1.276
2. C -1.375

- Among the records above, which one has the lowest E_tot?
  C35H48BBrN11O4S3Ti

- Look up the E_tot of the second one.
  -5454.35356 a.u.

- Look up the ΔE to the lowest compared entry with this formula, charge and spin of the second one.
  0.0 kJ/mol

- Among the records above, which one has the lowest ΔE to the lowest compared entry with this formula, charge and spin?
  C35H48BrClN5O5PW